[1]
A structure of composition C22H35BN8O2Tl. Source: OMol25; level of theory: wB97M-V/def2-TZVPD.

Last column: Löwdin charge in e.
Atoms and positions in Å:
Tl1 -0.77 -1.42 1.49  0.83
C1 4.39 2.89 -0.38  -0.07
C2 2.96 3.39 -0.58  -0.38
C3 2.95 4.70 -1.38  -0.08
C4 2.09 2.37 -1.25  -0.31
C5 2.33 1.66 -2.45  -0.03
C6 1.18 0.94 -2.65  -0.09
N1 0.33 1.19 -1.64  -0.02
N2 0.89 2.07 -0.77  0.12
B1 -1.19 0.83 -1.65  -0.52
N3 -1.47 -0.71 -1.76  -0.01
C7 -1.56 -1.36 -2.94  -0.09
C8 -2.08 -2.61 -2.73  -0.02
C9 -2.31 -2.66 -1.35  -0.30
N4 -1.98 -1.51 -0.78  0.01
C10 -2.97 -3.75 -0.54  -0.38
C11 -3.97 -4.52 -1.41  -0.09
C12 -1.97 -4.72 0.09  -0.08
N5 -1.88 1.46 -0.44  -0.04
C13 -2.84 2.40 -0.52  -0.08
C14 -3.20 2.75 0.76  -0.03
C15 -2.36 1.96 1.58  -0.30
N6 -1.58 1.19 0.85  0.07
C16 -2.36 1.98 3.09  -0.37
C17 -1.10 1.36 3.69  -0.10
C18 -3.62 1.30 3.64  -0.07
H1 4.99 3.63 0.15  0.07
H2 4.87 2.70 -1.35  0.08
H3 4.39 1.96 0.19  0.05
H4 2.51 3.60 0.40  0.13
H5 3.33 4.52 -2.40  0.07
H6 3.58 5.46 -0.91  0.07
H7 1.94 5.09 -1.47  0.08
H8 3.21 1.69 -3.08  0.09
H9 0.91 0.26 -3.45  0.11
H10 -1.67 1.31 -2.65  0.11
H11 -1.24 -0.88 -3.85  0.11
H12 -2.25 -3.37 -3.47  0.10
H13 -3.53 -3.25 0.26  0.13
H14 -3.45 -5.07 -2.20  0.07
H15 -4.70 -3.85 -1.88  0.08
H16 -4.52 -5.25 -0.80  0.07
H17 -1.30 -5.12 -0.67  0.08
H18 -2.50 -5.54 0.59  0.07
H19 -1.33 -4.22 0.82  0.02
H20 -3.21 2.74 -1.48  0.11
H21 -3.93 3.49 1.06  0.09
H22 -2.39 3.03 3.39  0.13
H23 -1.10 0.28 3.55  -0.02
H24 -1.04 1.56 4.76  0.08
H25 -0.20 1.75 3.21  0.06
H26 -3.60 0.23 3.39  0.08
H27 -4.52 1.73 3.19  0.07
H28 -3.68 1.41 4.72  0.07
C19 3.87 -0.50 1.41  -0.03
C20 2.49 -0.90 0.97  -0.31
N7 1.46 -0.17 1.20  -0.09
O1 1.70 1.02 1.88  -0.11
C21 2.33 -2.17 0.27  -0.33
C22 3.53 -2.96 -0.18  -0.06
N8 1.10 -2.57 0.01  -0.20
O2 0.90 -3.63 -0.66  -0.19
H29 3.85 0.44 1.95  0.06
H30 4.53 -0.41 0.54  0.08
H31 4.29 -1.28 2.06  0.08
H32 0.99 1.57 1.50  0.05
H33 4.17 -2.38 -0.86  0.07
H34 3.15 -3.83 -0.72  0.06
H35 4.14 -3.30 0.66  0.07

The highest occupied orbital energy is -3.97 eV. Its multiplicity is 1. Its total charge is -1. Its LUMO energy is 2.657 eV.

***

[2]
A structure of composition C22H35BaCl2N4O3. Source: OMol25; level of theory: wB97M-V/def2-TZVPD.

Last column: Löwdin charge in e.
Atoms and positions in Å:
O1 1.15 -2.89 2.15  -0.05
C1 2.22 -3.37 1.65  -0.20
C2 3.51 -2.69 1.69  -0.21
C3 3.40 -1.30 1.44  -0.02
H1 2.41 -0.85 1.23  0.11
C4 4.54 -0.52 1.55  -0.06
H2 4.43 0.55 1.41  0.11
C5 5.78 -1.13 1.79  -0.09
H3 6.64 -0.48 1.95  0.10
C6 5.91 -2.53 1.78  -0.10
H4 6.89 -3.01 1.85  0.10
C7 4.78 -3.33 1.64  -0.05
H5 4.83 -4.43 1.51  0.11
H6 2.14 -4.25 0.93  0.14
C8 -0.16 -2.81 -1.70  -0.21
C9 0.40 -1.59 -2.33  -0.69
H7 0.21 -3.77 -2.13  0.07
H8 -1.26 -2.96 -1.80  0.05
H9 0.08 -2.81 -0.58  0.05
C10 1.73 -1.44 -2.40  -0.43
C11 2.29 -1.54 -3.78  -0.15
H10 2.43 -1.28 -1.57  0.04
H11 3.28 -1.04 -3.84  0.05
H12 1.57 -1.09 -4.49  0.05
H13 2.39 -2.59 -4.10  0.06
Ba1 -0.21 0.52 -1.30  1.48
Cl1 2.46 1.68 -1.57  -0.41
Cl2 -1.06 0.04 -3.98  -0.24
C12 -1.59 2.91 -3.10  -0.42
O2 -1.69 2.83 -1.84  -0.22
N1 -2.52 3.47 -3.86  -0.19
C13 -3.71 4.02 -3.23  -0.04
C14 -2.35 3.64 -5.30  -0.05
H14 -0.73 2.44 -3.63  0.05
H15 -3.70 3.66 -2.20  0.08
H16 -4.59 3.66 -3.76  0.08
H17 -3.68 5.11 -3.26  0.09
H18 -1.63 2.88 -5.63  0.08
H19 -1.96 4.65 -5.54  0.09
H20 -3.32 3.51 -5.80  0.09
H21 -5.06 -1.59 1.63  0.09
H22 -3.89 -3.08 3.46  0.09
C15 -4.33 -2.01 0.93  -0.03
C16 -3.22 -3.39 2.65  -0.05
N2 -3.12 -2.38 1.63  -0.19
H23 -4.07 -1.28 0.17  0.09
C17 -1.97 -1.74 1.38  -0.30
O3 -1.86 -0.76 0.61  -0.16
H24 -2.22 -3.57 3.06  0.09
H25 -1.09 -2.15 1.90  0.11
H26 -4.78 -2.89 0.48  0.09
H27 -3.62 -4.32 2.25  0.09
C18 -0.84 1.64 4.91  -0.04
C19 -0.38 1.97 3.55  -0.33
C20 -0.16 3.20 2.92  0.01
C21 0.23 2.90 1.59  -0.35
N3 0.24 1.56 1.42  -0.01
N4 -0.15 1.04 2.62  0.02
C22 0.53 3.83 0.49  -0.07
H28 -0.24 2.20 5.63  0.08
H29 -1.90 1.91 5.05  0.08
H30 -0.73 0.57 5.11  0.08
H31 -0.27 4.18 3.35  0.10
H32 -0.23 0.03 2.75  0.14
H33 -0.28 3.85 -0.25  0.06
H34 0.66 4.84 0.89  0.08
H35 1.44 3.54 -0.06  0.00

The highest occupied orbital energy (alpha / beta) is -1.43 / -0.45 eV. Its multiplicity is 1. Its total charge is -1. Its LUMO energy (alpha / beta) is 2.099 / 2.112 eV.

***

[3]
A cluster of 5 separate species, C22H35Br2FN2O10S in total. Source: OMol25; level of theory: wB97M-V/def2-TZVPD.

Last column: Löwdin charge in e.
Atoms and positions in Å:
C1 6.60 -0.91 -0.23  -0.13
C2 6.71 -0.19 -1.58  -0.25
C3 5.52 -0.36 -2.53  -0.20
N1 4.40 0.59 -2.42  -0.02
N2 3.81 0.61 -1.09  -0.26
C4 2.46 0.18 -1.15  -0.78
Br1 1.25 1.15 -2.24  0.84
C5 2.02 -0.89 -0.50  -0.73
C6 0.61 -1.36 -0.49  -0.16
Br2 3.20 -1.91 0.55  0.85
S1 3.93 2.09 -0.33  0.57
O1 3.17 2.03 0.87  -0.21
O2 3.78 3.16 -1.24  -0.25
F1 5.43 2.03 0.04  -0.12
H1 6.15 -1.89 -0.37  0.05
H2 6.01 -0.35 0.50  0.04
H3 7.59 -1.07 0.19  0.07
H4 7.59 -0.61 -2.09  0.10
H5 6.94 0.86 -1.43  0.10
H6 5.89 -0.23 -3.55  0.12
H7 5.13 -1.38 -2.43  0.11
H8 4.78 1.51 -2.61  0.10
H9 0.53 -2.39 -0.15  0.06
H10 0.04 -0.74 0.21  0.07
H11 0.13 -1.24 -1.46  0.05
O3 -2.34 0.15 0.37  0.10
C7 -2.25 1.34 0.28  -0.48
C8 -1.80 2.34 1.33  -0.07
C9 -2.30 3.67 0.75  -0.14
C10 -2.27 3.39 -0.75  -0.15
O4 -2.55 1.99 -0.88  0.01
H12 -0.72 2.30 1.40  0.13
H13 -2.24 2.10 2.29  0.11
H14 -1.71 4.53 1.04  0.12
H15 -3.33 3.84 1.08  0.09
H16 -1.29 3.59 -1.18  0.12
H17 -3.02 3.95 -1.31  0.12
O5 1.49 -3.77 -2.09  0.11
C11 1.07 -3.46 -3.17  -0.49
C12 1.79 -2.71 -4.27  -0.07
C13 0.64 -2.27 -5.18  -0.15
C14 -0.38 -3.37 -4.93  -0.15
O6 -0.18 -3.78 -3.57  0.03
H18 2.47 -3.40 -4.76  0.13
H19 2.35 -1.87 -3.85  0.11
H20 0.92 -2.16 -6.22  0.12
H21 0.25 -1.31 -4.83  0.11
H22 -0.23 -4.24 -5.58  0.13
H23 -1.41 -3.03 -5.04  0.12
O7 -5.91 2.35 4.88  0.13
C15 -6.12 2.30 3.71  -0.48
C16 -7.15 1.44 2.98  -0.07
C17 -6.68 1.50 1.53  -0.15
C18 -5.99 2.86 1.49  -0.16
O8 -5.45 3.06 2.80  0.02
H24 -8.13 1.91 3.11  0.13
H25 -7.17 0.44 3.39  0.12
H26 -7.47 1.41 0.79  0.11
H27 -5.95 0.71 1.35  0.12
H28 -6.68 3.68 1.27  0.13
H29 -5.17 2.89 0.77  0.10
O9 -0.71 0.83 3.50  0.11
C19 -0.81 -0.33 3.74  -0.47
C20 0.24 -1.40 3.48  -0.07
C21 -0.57 -2.69 3.60  -0.14
C22 -1.67 -2.28 4.57  -0.15
O10 -1.90 -0.88 4.32  0.04
H30 1.01 -1.32 4.25  0.14
H31 0.68 -1.27 2.50  0.09
H32 0.00 -3.55 3.93  0.12
H33 -1.01 -2.93 2.63  0.12
H34 -1.37 -2.39 5.61  0.13
H35 -2.61 -2.81 4.41  0.12

The highest occupied orbital energy is -9.22 eV. As for the structure (SMILES): CCCNN(/C(Br)=C(/C)Br)S(=O)(=O)F.O=C1CCCO1.O=C1CCCO1.O=C1CCCO1.O=C1CCCO1. Its multiplicity is 1. Its total charge is 0. Its LUMO energy is 0.487 eV.

***

[4]
A cluster of 3 separate species, C22H35Br5ClN2O4 in total. Source: OMol25; level of theory: wB97M-V/def2-TZVPD.

Last column: Löwdin charge in e.
Atoms and positions in Å:
C1 2.76 3.26 2.68  -0.10
C2 1.80 2.19 2.08  -0.27
C3 2.63 1.10 1.41  -0.63
Br1 3.76 0.12 2.67  0.79
C4 1.85 0.11 0.57  -0.23
C5 2.43 -0.46 -0.56  -0.33
C6 3.84 -0.19 -1.04  -0.07
C7 4.64 -1.51 -1.10  -0.76
O1 5.31 -1.80 -2.02  0.11
Cl1 4.52 -2.54 0.35  0.69
N1 1.76 -1.36 -1.30  0.14
C8 0.52 -1.78 -1.02  -0.17
C9 -0.01 -2.83 -1.97  0.02
C10 0.89 -4.08 -1.80  -0.43
O2 1.89 -4.14 -2.49  0.08
N2 0.60 -5.13 -0.92  -0.11
C11 -0.23 -4.75 0.24  -0.06
C12 1.84 -5.74 -0.40  -0.05
C13 -0.16 -1.27 0.08  -0.09
C14 -1.56 -1.67 0.47  -0.12
C15 -2.59 -0.52 0.24  -0.15
C16 -3.76 -0.69 1.26  -0.17
C17 -3.81 0.45 2.28  -0.26
O3 -2.85 0.23 3.32  -0.07
C18 0.55 -0.33 0.87  -0.21
O4 -0.06 0.17 1.95  0.10
H1 3.58 3.40 1.96  0.08
H2 2.25 4.20 2.89  0.08
H3 3.21 2.87 3.59  0.06
H4 1.31 1.73 2.94  0.10
H5 1.07 2.62 1.41  0.11
H6 3.31 1.61 0.73  0.08
H7 3.82 0.23 -2.05  0.14
H8 4.39 0.47 -0.38  0.12
H9 2.21 -1.76 -2.12  0.18
H10 0.17 -2.52 -3.00  0.14
H11 -1.05 -3.07 -1.81  0.12
H12 0.20 -3.89 0.76  0.09
H13 -1.26 -4.58 -0.09  0.09
H14 -0.26 -5.57 0.95  0.10
H15 1.54 -6.58 0.23  0.09
H16 2.46 -6.14 -1.19  0.09
H17 2.38 -5.05 0.26  0.08
H18 -1.56 -1.95 1.53  0.12
H19 -1.93 -2.51 -0.10  0.10
H20 -2.14 0.47 0.37  0.09
H21 -3.03 -0.60 -0.75  0.09
H22 -4.72 -0.73 0.74  0.12
H23 -3.65 -1.66 1.76  0.11
H24 -4.81 0.49 2.74  0.12
H25 -3.61 1.41 1.78  0.00
H26 -2.69 -0.71 3.41  0.07
H27 -0.56 -0.50 2.43  0.12
Br2 -2.56 1.29 -3.43  0.62
C19 -1.36 2.80 -3.19  -0.74
C20 0.08 2.39 -3.34  -0.62
Br3 0.72 1.43 -1.76  0.93
H28 -1.58 3.22 -2.21  -0.08
H29 -1.63 3.52 -3.96  0.07
H30 0.73 3.26 -3.43  0.06
H31 0.24 1.73 -4.20  0.06
Br4 -3.79 3.24 0.14  0.73
C21 -3.09 4.97 0.72  -0.64
C22 -2.48 5.74 -0.42  -0.65
Br5 -0.72 5.08 -0.92  0.71
H32 -2.39 4.77 1.53  0.06
H33 -3.95 5.50 1.11  0.06
H34 -2.31 6.78 -0.13  0.06
H35 -3.08 5.72 -1.32  0.06

The highest occupied orbital energy is -12.38 eV. Its multiplicity is 1. Its total charge is +1. Its LUMO energy is -3.484 eV.

***

[5]
A structure of composition C22H35BrEuO2P2. Source: OMol25; level of theory: wB97M-V/def2-TZVPD.

Last column: Löwdin charge in e.
Atoms and positions in Å:
P1 -1.94 1.07 -1.67  0.81
P2 -0.97 -2.92 0.25  0.63
C1 -2.05 -0.78 -1.85  -0.41
C2 -2.18 -1.98 -0.84  -0.39
H1 -1.61 -1.07 -2.87  -0.01
H2 -3.13 -0.80 -2.22  0.09
H3 -3.02 -1.75 -0.13  0.07
H4 -2.55 -2.76 -1.54  0.07
C3 0.16 -3.93 -0.78  -0.31
H5 1.24 -3.83 -0.55  0.05
H6 -0.02 -3.66 -1.83  -0.08
H7 -0.14 -4.99 -0.76  0.06
C4 -2.29 -4.09 0.71  -0.29
H8 -2.18 -5.02 0.13  0.04
H9 -3.30 -3.69 0.55  0.04
H10 -2.17 -4.32 1.78  0.04
C5 -1.17 1.77 -3.15  -0.17
H11 -0.83 2.80 -2.91  0.07
H12 -1.93 1.77 -3.96  0.06
H13 -0.26 1.19 -3.48  0.04
C6 -3.63 1.48 -1.36  -0.18
H14 -4.02 0.68 -0.73  0.07
H15 -4.11 1.46 -2.33  0.06
H16 -3.82 2.42 -0.85  0.06
Eu1 0.56 -1.47 -2.57  1.49
C7 -0.95 -3.76 -3.63  -0.28
C8 0.34 -3.71 -4.15  -0.33
C9 0.59 -3.47 -5.63  -0.24
C10 -0.36 -2.39 -6.15  -0.23
C11 -0.76 -1.40 -5.09  -0.34
C12 -2.11 -1.33 -4.83  -0.28
C13 -3.01 -2.54 -4.74  -0.22
C14 -2.20 -3.85 -4.46  -0.22
C15 -0.96 1.55 -0.32  -0.20
H17 -1.15 -4.28 -2.66  0.06
H18 1.19 -4.28 -3.70  0.08
H19 0.39 -4.41 -6.20  0.11
H20 1.65 -3.19 -5.79  0.10
H21 0.12 -1.90 -7.00  0.10
H22 -1.24 -2.91 -6.58  0.10
H23 -0.03 -0.58 -4.86  0.03
H24 -2.71 -0.40 -4.90  0.06
H25 -3.57 -2.76 -5.67  0.10
H26 -3.79 -2.42 -3.96  0.08
H27 -2.91 -4.44 -3.87  0.09
H28 -2.04 -4.39 -5.41  0.10
H29 -1.15 0.81 0.48  0.06
H30 -1.35 2.57 -0.15  0.07
H31 0.11 1.49 -0.64  0.06
Br1 0.15 -1.60 2.10  0.73
C16 1.84 -0.69 2.63  -0.51
C17 2.01 -0.32 3.97  -0.13
C18 3.11 0.48 4.28  -0.10
C19 3.93 0.98 3.27  -0.09
C20 3.72 0.64 1.93  -0.03
C21 2.67 -0.24 1.61  -0.19
C22 2.43 -0.84 0.21  -0.58
O1 1.56 -0.23 -0.64  -0.31
O2 3.11 -1.88 -0.09  -0.03
H32 1.27 -0.53 4.75  0.10
H33 3.26 0.75 5.33  0.10
H34 4.77 1.62 3.47  0.09
H35 4.43 0.92 1.15  0.12

The highest occupied orbital energy (alpha / beta) is -3.68 / -5.75 eV. Its multiplicity is 8. Its total charge is 0. Its LUMO energy (alpha / beta) is -0.131 / -0.269 eV.

***

[6]
A structure of composition C22H35BrMnO2P2. Source: OMol25; level of theory: wB97M-V/def2-TZVPD.

Last column: Löwdin charge in e.
Atoms and positions in Å:
P1 -3.18 1.50 -1.18  0.88
P2 -0.19 0.55 -3.36  0.85
C1 -2.63 2.01 -2.85  -0.30
C2 -1.94 1.02 -3.83  -0.35
H1 -2.05 2.93 -2.73  0.09
H2 -3.60 2.31 -3.31  0.09
H3 -2.54 0.10 -3.95  0.08
H4 -1.85 1.50 -4.82  0.08
C3 0.70 2.05 -3.91  -0.24
H5 1.73 1.99 -3.55  0.05
H6 0.26 2.97 -3.51  0.05
H7 0.68 2.09 -5.00  0.04
C4 0.25 -0.74 -4.54  -0.24
H8 0.42 -0.29 -5.53  0.04
H9 -0.53 -1.51 -4.61  0.05
H10 1.17 -1.21 -4.19  0.04
C5 -4.19 2.88 -0.58  -0.19
H11 -4.44 2.75 0.48  0.06
H12 -5.11 2.95 -1.17  0.05
H13 -3.63 3.83 -0.68  0.06
C6 -4.33 0.13 -1.43  -0.20
H14 -3.87 -0.67 -2.02  0.04
H15 -5.22 0.50 -1.94  0.05
H16 -4.62 -0.28 -0.45  0.07
Mn1 -0.14 -2.13 3.15  1.07
C7 1.13 -0.55 -1.48  -0.22
C8 1.41 0.60 -0.80  -0.14
C9 0.50 1.80 -0.76  -0.23
C10 -0.50 1.95 0.38  -0.16
C11 -1.92 1.41 0.10  -0.44
C12 -1.98 -0.05 -0.07  -0.34
C13 -1.36 -0.84 -1.11  -0.33
C14 0.04 -1.49 -0.94  -0.17
C15 -1.30 -1.45 4.83  -0.28
H17 1.91 -1.00 -2.12  0.09
H18 2.42 0.75 -0.38  0.09
H19 -0.14 1.85 -1.68  0.02
H20 1.14 2.70 -0.75  0.12
H21 -0.10 1.44 1.26  0.12
H22 -0.59 3.03 0.62  0.10
H23 -2.52 1.67 0.98  0.11
H24 -2.35 -0.57 0.83  0.07
H25 -1.22 -0.10 -1.96  -0.02
H26 -2.06 -1.58 -1.57  0.09
H27 0.20 -1.72 0.13  0.07
H28 0.06 -2.45 -1.48  0.10
H29 -1.52 -2.34 5.45  -0.05
H30 -2.26 -0.99 4.55  -0.05
H31 -0.73 -0.74 5.45  -0.04
Br1 3.97 -3.45 1.40  0.79
C16 4.38 -2.78 3.11  -0.62
C17 5.22 -3.49 3.98  -0.12
C18 5.55 -2.96 5.24  -0.09
C19 5.01 -1.73 5.63  -0.09
C20 4.13 -1.04 4.79  -0.02
C21 3.79 -1.57 3.54  -0.18
C22 2.81 -0.86 2.60  -0.66
O1 3.27 0.05 1.90  0.06
O2 1.62 -1.32 2.63  -0.21
H32 5.63 -4.45 3.66  0.10
H33 6.21 -3.52 5.90  0.10
H34 5.28 -1.31 6.60  0.10
H35 3.70 -0.10 5.10  0.12

The highest occupied orbital energy (alpha / beta) is -5.12 / -4.98 eV. Its multiplicity is 6. Its total charge is 0. Its LUMO energy (alpha / beta) is -0.480 / -0.963 eV.

***

What did the second record say?
A structure of composition C22H35BaCl2N4O3. Source: OMol25; level of theory: wB97M-V/def2-TZVPD.

Last column: Löwdin charge in e.
Atoms and positions in Å:
O1 1.15 -2.89 2.15  -0.05
C1 2.22 -3.37 1.65  -0.20
C2 3.51 -2.69 1.69  -0.21
C3 3.40 -1.30 1.44  -0.02
H1 2.41 -0.85 1.23  0.11
C4 4.54 -0.52 1.55  -0.06
H2 4.43 0.55 1.41  0.11
C5 5.78 -1.13 1.79  -0.09
H3 6.64 -0.48 1.95  0.10
C6 5.91 -2.53 1.78  -0.10
H4 6.89 -3.01 1.85  0.10
C7 4.78 -3.33 1.64  -0.05
H5 4.83 -4.43 1.51  0.11
H6 2.14 -4.25 0.93  0.14
C8 -0.16 -2.81 -1.70  -0.21
C9 0.40 -1.59 -2.33  -0.69
H7 0.21 -3.77 -2.13  0.07
H8 -1.26 -2.96 -1.80  0.05
H9 0.08 -2.81 -0.58  0.05
C10 1.73 -1.44 -2.40  -0.43
C11 2.29 -1.54 -3.78  -0.15
H10 2.43 -1.28 -1.57  0.04
H11 3.28 -1.04 -3.84  0.05
H12 1.57 -1.09 -4.49  0.05
H13 2.39 -2.59 -4.10  0.06
Ba1 -0.21 0.52 -1.30  1.48
Cl1 2.46 1.68 -1.57  -0.41
Cl2 -1.06 0.04 -3.98  -0.24
C12 -1.59 2.91 -3.10  -0.42
O2 -1.69 2.83 -1.84  -0.22
N1 -2.52 3.47 -3.86  -0.19
C13 -3.71 4.02 -3.23  -0.04
C14 -2.35 3.64 -5.30  -0.05
H14 -0.73 2.44 -3.63  0.05
H15 -3.70 3.66 -2.20  0.08
H16 -4.59 3.66 -3.76  0.08
H17 -3.68 5.11 -3.26  0.09
H18 -1.63 2.88 -5.63  0.08
H19 -1.96 4.65 -5.54  0.09
H20 -3.32 3.51 -5.80  0.09
H21 -5.06 -1.59 1.63  0.09
H22 -3.89 -3.08 3.46  0.09
C15 -4.33 -2.01 0.93  -0.03
C16 -3.22 -3.39 2.65  -0.05
N2 -3.12 -2.38 1.63  -0.19
H23 -4.07 -1.28 0.17  0.09
C17 -1.97 -1.74 1.38  -0.30
O3 -1.86 -0.76 0.61  -0.16
H24 -2.22 -3.57 3.06  0.09
H25 -1.09 -2.15 1.90  0.11
H26 -4.78 -2.89 0.48  0.09
H27 -3.62 -4.32 2.25  0.09
C18 -0.84 1.64 4.91  -0.04
C19 -0.38 1.97 3.55  -0.33
C20 -0.16 3.20 2.92  0.01
C21 0.23 2.90 1.59  -0.35
N3 0.24 1.56 1.42  -0.01
N4 -0.15 1.04 2.62  0.02
C22 0.53 3.83 0.49  -0.07
H28 -0.24 2.20 5.63  0.08
H29 -1.90 1.91 5.05  0.08
H30 -0.73 0.57 5.11  0.08
H31 -0.27 4.18 3.35  0.10
H32 -0.23 0.03 2.75  0.14
H33 -0.28 3.85 -0.25  0.06
H34 0.66 4.84 0.89  0.08
H35 1.44 3.54 -0.06  0.00

The highest occupied orbital energy (alpha / beta) is -1.43 / -0.45 eV. Its multiplicity is 1. Its total charge is -1. Its LUMO energy (alpha / beta) is 2.099 / 2.112 eV.

***

The highest total charge belongs to which entry?
C22H35Br5ClN2O4

***

Which value of multiplicity does entry 1 give?
1